# 1
DFT (ωB97M-V/def2-TZVPD) results for one molecule with the formula C2H7NOS.

Relative energy (zero: lowest compared OMol25 entry of this formula, charge and spin) ... 16.8 kcal/mol
Expectation value of S² ... 2.01
Gap between HOMO and LUMO (alpha / beta) ... 6.86 / 6.53 eV
Energy ... -16555.2176 eV
Spin multiplicity ... 3
Total charge ... 0
HOMO (alpha / beta) ... -0.2269 / -0.3044 hartree

Geometry as XYZ:
```
12
Properties=species:S:1:pos:R:3:forces:R:3
C -0.0663 1.5761 -0.0636 1.11 1.71 0.97
C -0.3099 -0.5537 -1.0811 1.03 -0.92 1.76
N -0.4065 0.1983 0.1707 0.04 0.25 -2.68
O 0.6365 -2.1136 1.6813 -0.80 -1.04 -0.42
S 1.0470 -0.5485 1.5232 1.22 0.22 2.17
H -0.9363 2.1692 -0.3953 0.23 -0.25 -0.12
H 0.2407 2.0610 0.9220 -0.35 -0.62 -0.96
H 0.8296 1.8046 -0.7827 -1.64 -0.81 0.96
H 0.4038 -0.0337 -1.7110 0.60 -0.59 -0.16
H -0.1529 -1.6445 -0.8765 0.68 0.98 -0.07
H -1.1610 -0.6006 -1.6486 -2.78 0.46 -1.28
H -0.1247 -2.3145 2.2617 0.65 0.62 -0.17
```
Forces are in eV/Å.

# 2
DFT (ωB97M-V/def2-TZVPD) results for one molecule with the formula C2H7NOSi.

Relative energy (zero: lowest compared OMol25 entry of this formula, charge and spin) ... 0.4 kcal/mol
Gap between HOMO and LUMO ... 10.36 eV
Energy ... -13603.4400 eV
Total charge ... 0
SMILES string ... C=C[Si@@H](N)O
HOMO ... -0.3504 hartree

Geometry as XYZ:
```
12
Properties=species:S:1:pos:R:3:forces:R:3
C -1.8376 1.1806 0.1163 0.93 3.20 -0.99
C -1.1422 0.0873 0.2266 3.55 1.08 0.17
Si 0.7873 -0.0190 0.3868 -0.69 1.88 -1.91
N 1.5303 -0.9974 -0.8104 1.27 -1.85 -1.28
O 1.4682 1.5374 0.0911 -0.37 -1.78 1.46
H -2.9102 1.2829 0.0762 -0.20 -0.22 0.18
H -1.2483 2.1474 -0.0616 -1.11 -1.19 0.34
H -1.6097 -0.7770 0.4338 -1.90 -3.20 0.49
H 1.0458 -0.6091 1.6706 0.27 0.25 0.95
H 2.4987 -0.7084 -1.1904 -2.39 -0.97 0.93
H 1.2957 -2.0503 -0.9162 0.88 2.70 0.17
H 1.2360 1.9484 -0.7327 -0.24 0.10 -0.52
```
Forces are in eV/Å.

# 3
DFT (ωB97M-V/def2-TZVPD) results for one molecule with the formula C2H7NS.

Relative energy (zero: lowest compared OMol25 entry of this formula, charge and spin) ... 9.1 kcal/mol
Gap between HOMO and LUMO ... 9.71 eV
Energy ... -14512.2658 eV
Total charge ... 0
SMILES string ... CSCN
HOMO ... -0.3190 hartree

Geometry as XYZ:
```
11
Properties=species:S:1:pos:R:3:forces:R:3
C -0.8060 -1.2533 -0.8525 -1.03 0.06 1.21
S -0.2410 -0.6294 0.8180 0.13 0.71 -1.20
C 0.9444 0.6856 0.1854 0.07 -1.19 -3.12
N 0.3933 1.7761 -0.6819 1.17 -0.92 1.17
H 0.1074 -1.3570 -1.4010 0.29 0.01 -0.73
H -1.5833 -0.5841 -1.3552 1.17 -0.98 0.74
H -1.2044 -2.2839 -0.6557 0.14 1.08 -0.32
H 1.7607 0.1527 -0.4528 -1.48 0.64 1.13
H 1.4668 1.0949 1.0226 0.02 0.42 0.57
H 0.0151 2.4649 -0.0777 -0.57 0.75 0.36
H -0.2898 1.5552 -1.3917 0.09 -0.58 0.19
```
Forces are in eV/Å.

# 4
DFT (ωB97M-V/def2-TZVPD) results for a 2-piece molecular cluster, C2H7NS overall.

Relative energy (zero: lowest compared OMol25 entry of this formula, charge and spin) ... 55.7 kcal/mol
Gap between HOMO and LUMO ... 6.41 eV
Energy ... -14510.2455 eV
Total charge ... 0
HOMO ... -0.2413 hartree

Geometry as XYZ:
```
11
Properties=species:S:1:pos:R:3:forces:R:3
S -0.8747 2.5016 0.3401 0.79 -0.27 -0.23
H -1.4017 2.1096 1.5018 -0.04 -0.13 0.14
C -0.1386 -0.5127 -0.5954 -0.28 0.01 -1.07
C -0.7105 -1.3367 0.2397 0.13 -0.78 1.14
N 1.1610 0.0999 -0.3961 1.49 -0.34 1.47
H -0.5606 -0.1848 -1.5240 -0.38 0.01 -0.10
H -1.6661 -1.7943 0.0852 -0.43 0.24 -0.67
H -0.3440 -1.6576 1.2123 0.59 0.38 -0.18
H 1.0296 0.9799 0.1755 -0.87 0.85 -0.43
H 1.7703 -0.4821 0.1865 -0.26 -0.20 0.05
H 1.7353 0.2771 -1.2255 -0.73 0.22 -0.10
```
Forces are in eV/Å.

# 5
DFT (ωB97M-V/def2-TZVPD) results for C2H7NS as an isolated structure.

Relative energy (zero: lowest compared OMol25 entry of this formula, charge and spin) ... 56.6 kcal/mol
Gap between HOMO and LUMO ... 9.12 eV
Energy ... -14510.2064 eV
Total charge ... 0
HOMO ... -0.2988 hartree

Geometry as XYZ:
```
11
Properties=species:S:1:pos:R:3:forces:R:3
C 1.3780 0.2194 -0.2551 -0.57 0.77 -2.54
C 0.3312 -0.7041 0.2335 -1.67 4.66 6.57
N -1.0657 0.4670 0.5444 3.83 -2.06 0.51
S -2.4663 -0.0622 -0.1357 -0.86 0.43 -2.08
H 2.0326 -0.4967 -0.7337 1.52 0.36 0.23
H 0.9383 0.7012 -1.1726 0.24 -0.18 0.71
H 1.7865 1.1025 0.3098 -0.28 -1.67 0.04
H -0.1024 -1.3303 -0.4449 -0.82 -1.90 -1.58
H 0.5529 -1.0856 1.3450 -0.59 0.24 -2.75
H -1.2295 0.4691 1.5318 0.31 0.02 0.75
H -2.1557 0.7197 -1.2226 -1.11 -0.67 0.14
```
Forces are in eV/Å.

# 6
DFT (ωB97M-V/def2-TZVPD) results for one molecule with the formula C2H7NS2.

Relative energy (zero: lowest compared OMol25 entry of this formula, charge and spin) ... 15.1 kcal/mol
Gap between HOMO and LUMO ... 9.02 eV
Energy ... -25347.3938 eV
Total charge ... 0
SMILES string ... CSSCN
HOMO ... -0.3051 hartree

Geometry as XYZ:
```
12
Properties=species:S:1:pos:R:3:forces:R:3
C 2.5759 -0.3271 0.4146 0.67 0.55 1.34
S 1.2458 -0.4185 -0.8486 0.73 0.31 0.20
S 0.0073 -1.6782 0.1127 -0.55 -0.89 -0.13
C -1.6295 -0.8517 0.2029 0.38 1.11 2.36
N -2.1087 -0.1719 -0.9549 -0.68 -1.98 -2.75
H 2.6684 0.7525 0.8483 -0.17 -2.03 -0.70
H 3.5500 -0.6157 -0.0763 -1.06 0.36 0.56
H 2.3381 -1.0898 1.2587 0.45 1.49 -1.50
H -1.6039 -0.0195 1.0338 -0.01 -1.74 -1.34
H -2.1945 -1.7501 0.6219 0.02 1.41 -0.93
H -1.5531 0.6272 -1.1768 0.43 0.68 0.37
H -2.0645 -0.7242 -1.8952 -0.20 0.74 2.52
```
Forces are in eV/Å.

# 7
DFT (ωB97M-V/def2-TZVPD) results for a 2-piece molecular cluster, C2H7NS2 overall.

Relative energy (zero: lowest compared OMol25 entry of this formula, charge and spin) ... 99.5 kcal/mol
Gap between HOMO and LUMO ... 8.66 eV
Energy ... -25343.7314 eV
Total charge ... 0
HOMO ... -0.3140 hartree

Geometry as XYZ:
```
12
Properties=species:S:1:pos:R:3:forces:R:3
C -1.7248 -0.1092 0.5042 -2.89 -0.70 2.65
C -0.8972 0.5183 -0.5044 -1.01 -0.58 -1.86
N 1.3171 -0.9931 -0.3536 -2.08 -1.07 -0.38
S -0.4528 2.0162 -0.3007 1.22 1.88 -0.17
S 2.6368 -0.2304 -0.3684 1.49 1.71 3.51
H -2.1442 0.5952 1.3207 1.48 -0.77 -1.17
H -1.4188 -1.0368 1.0036 0.69 0.29 -0.28
H -2.6939 -0.4259 0.1061 0.06 -0.11 -0.75
H -0.8910 0.0706 -1.5638 0.20 0.32 1.70
H 0.7575 -0.7736 -1.1611 0.27 -0.22 -0.50
H 3.0064 -0.7895 0.8991 0.46 0.96 -1.57
H 2.5049 1.1581 0.4183 0.13 -1.69 -1.16
```
Forces are in eV/Å.

# 8
DFT (ωB97M-V/def2-TZVPD) results for a 2-piece molecular cluster, C2H7NS3 overall.

Relative energy (zero: lowest compared OMol25 entry of this formula, charge and spin) ... 62.9 kcal/mol
Gap between HOMO and LUMO (alpha / beta) ... 8.51 / 8.51 eV
Energy ... -36179.2731 eV
Total charge ... 0
HOMO (alpha / beta) ... -0.2978 / -0.2979 hartree

Geometry as XYZ:
```
13
Properties=species:S:1:pos:R:3:forces:R:3
C 0.1727 0.4393 -1.3368 -0.10 -0.59 2.99
C 0.6797 0.4205 0.8495 -1.60 1.13 -4.52
N 0.0286 -0.7595 1.2060 -1.75 1.20 -0.72
S -0.0060 2.0249 1.5024 0.08 0.32 -1.11
S 2.4024 0.4346 1.0169 1.95 -1.80 -0.66
S -1.6842 -0.7043 1.5037 0.35 -0.17 -2.89
H 0.5724 1.2266 -1.9176 0.49 1.22 -0.04
H 0.4167 -0.4962 -1.8367 0.01 -0.30 0.65
H -0.8753 0.5543 -1.0859 -0.07 0.07 -0.52
H 0.5112 -1.2235 1.8940 1.19 -1.61 2.00
H -0.3918 2.7440 0.3424 0.65 -1.25 1.13
H 2.8165 -0.8032 0.3001 -1.11 2.07 1.19
H -1.9254 -0.6594 0.0590 -0.08 -0.29 2.49
```
Forces are in eV/Å.